[1]
Molecular formula: C10H16N2O2S
Method: DFT, the ωB97M-V functional and the def2-TZVPD basis

Element x y z (Å)
C -1.877 0.042 -1.562
C -0.899 -0.840 -0.951
C -2.628 1.047 -1.042
C 0.338 1.785 -0.119
C -3.289 1.719 1.060
C 1.683 2.447 -0.365
C 0.685 0.515 0.477
C 0.144 -0.754 -0.048
C 0.236 -3.183 0.028
C 1.880 -1.821 1.239
N -2.386 1.385 0.284
N 0.834 -1.887 0.300
O 2.495 0.092 -1.550
O 3.582 0.794 0.605
S 2.432 0.775 -0.265
H -2.224 -0.286 -2.574
H -1.050 -1.833 -1.443
H -3.473 1.520 -1.584
H -0.387 2.367 0.653
H -0.243 1.733 -0.979
H -3.041 1.780 2.092
H -4.186 1.988 0.676
H 1.808 2.995 -1.393
H 2.120 3.116 0.383
H 0.859 0.636 1.517
H 0.264 -3.864 0.868
H -0.720 -3.116 -0.366
H 0.778 -3.644 -0.813
H 1.342 -1.364 2.127
H 2.104 -2.847 1.646
H 2.818 -1.299 1.098

Values from the calculation:
Total energy, eV: -28534.84834
HOMO, eV: -7.196
Max |F|, eV/Å: 5.6


[2]
Molecular formula: C10H16N2O5P2
Method: DFT, the ωB97M-V functional and the def2-TZVPD basis

Element x y z (Å)
C 1.844 -1.011 0.999
C 0.481 -1.185 1.599
C 0.374 -2.149 2.761
N -0.489 -0.457 1.197
C -1.733 -0.709 0.578
O -2.412 0.558 0.320
C -1.927 1.668 0.928
O -1.490 2.590 0.320
P -1.602 -1.475 -1.125
O -2.384 -2.731 -1.228
P -2.879 -1.790 1.648
O -2.984 -0.727 2.910
O -4.268 -1.485 0.856
H 2.352 -0.220 1.570
H 2.450 -1.908 1.119
H 1.781 -0.658 -0.027
H -0.099 -1.650 3.606
H 1.357 -2.491 3.083
H -0.217 -3.026 2.479
H -2.040 1.690 2.021
H -0.229 -1.631 -1.361
H -2.046 -0.444 -1.963
H -2.160 -0.241 3.041
H -4.953 -2.072 1.198
N 1.055 0.771 -2.315
C 0.950 1.853 -1.539
C 1.849 2.908 -1.589
C 2.906 2.841 -2.482
C 3.023 1.723 -3.293
C 2.074 0.720 -3.172
H 0.112 1.870 -0.852
H 1.715 3.763 -0.940
H 3.627 3.646 -2.548
H 3.831 1.627 -4.006
H 2.130 -0.169 -3.792

Values from the calculation:
SMILES: CC(C)=N[C@@](OC=O)([PH2]=O)P(O)O.c1ccncc1
Total energy, eV: -42423.48598
HOMO, eV: -8.207
Max |F|, eV/Å: 2.1


[3]
Molecular formula: C10H16N3O5S
Method: DFT, the ωB97M-V functional and the def2-TZVPD basis

Element x y z (Å)
O -3.269 -2.748 1.355
O 2.177 1.948 0.725
O -0.291 -1.662 -1.537
O -1.123 2.033 -2.433
O 4.008 2.429 -0.490
S 1.005 -4.353 -0.289
C -2.243 -2.103 1.379
C 2.804 2.092 -0.366
C 0.290 -1.220 -0.522
C -0.402 1.811 -1.457
N -0.613 2.397 -0.275
N -1.046 -2.641 1.104
N 0.953 -0.070 -0.543
C -2.332 -0.652 1.773
C -1.852 3.166 0.046
C 1.378 -2.987 0.851
C 2.127 1.803 -1.705
C 0.258 -1.966 0.799
C 0.836 0.917 -1.626
H 0.718 -3.687 -1.387
H 0.142 2.300 0.423
H -1.075 -3.618 0.926
H 1.321 0.295 0.325
H -1.982 -0.033 1.001
H -1.784 -0.427 2.677
H -3.367 -0.403 1.960
H -2.732 2.705 -0.471
H -2.033 3.229 1.140
H -1.720 4.138 -0.381
H 2.366 -2.531 0.579
H 1.492 -3.422 1.874
H 1.852 2.732 -2.142
H 2.868 1.310 -2.318
H 0.514 -1.201 1.560
H 0.756 0.418 -2.555

Values from the calculation:
SMILES: CNC(=O)[C@@H](CC(=O)[O-])NC(=O)[C@H](CS)NC(C)=O
Charge: -1
Total energy, eV: -36176.43797
HOMO, eV: -5.336
Max |F|, eV/Å: 3.0


[4]
Molecular formula: C10H16N4O
Method: DFT, the ωB97M-V functional and the def2-TZVPD basis

Element x y z (Å)
C -1.491 -2.643 -0.014
C -0.327 -2.217 0.653
C -0.727 -0.017 -0.119
C -2.241 1.603 1.118
C -3.177 0.297 -0.723
C 3.459 0.873 0.607
C 2.331 0.065 -1.457
C 1.466 -0.636 0.736
C -2.163 0.329 0.395
C 2.102 0.595 -0.032
N -2.386 -3.006 -0.619
N -0.972 -0.355 -1.983
N -0.473 0.632 -1.548
N 0.130 -0.950 0.286
O 0.368 -3.016 1.285
H -2.051 2.347 0.408
H -1.378 1.689 1.750
H -3.086 1.585 1.687
H -2.843 0.948 -1.498
H -4.107 0.656 -0.219
H -3.370 -0.726 -1.222
H 4.135 0.373 0.073
H 3.753 1.920 0.751
H 3.496 0.581 1.693
H 2.554 -0.963 -1.496
H 3.136 0.671 -2.081
H 1.464 0.230 -1.994
H 2.048 -1.512 0.711
H 1.302 -0.303 1.787
H -2.422 -0.493 1.023
H 1.468 1.445 0.043

Values from the calculation:
Total energy, eV: -18632.21775
HOMO (spin up / spin down), eV: -8.615 / -8.614
Max |F|, eV/Å: 5.0


[5]
Molecular formula: C10H16N4O3PdS4
Method: DFT, the ωB97M-V functional and the def2-TZVPD basis

Element x y z (Å)
Pd -0.299 0.249 -2.014
C -0.956 1.304 2.505
N -0.168 0.272 1.878
C -0.810 -1.017 1.971
C 1.197 0.267 2.333
C 2.149 -0.550 1.460
N 2.200 -0.119 0.083
C 2.841 1.166 -0.082
C 2.813 -1.106 -0.780
H -1.092 1.138 3.594
H -1.937 1.352 2.033
H -0.473 2.274 2.367
H -0.809 -1.405 3.011
H -0.322 -1.741 1.322
H -1.840 -0.937 1.627
H 1.281 -0.120 3.374
H 1.542 1.303 2.369
H 1.857 -1.603 1.475
H 3.151 -0.504 1.939
H 3.905 1.133 0.232
H 2.332 1.930 0.506
H 2.781 1.463 -1.128
H 3.873 -1.293 -0.512
H 2.754 -0.772 -1.816
H 2.266 -2.048 -0.710
S -1.769 -1.446 -1.429
C -2.892 -0.209 -1.020
S -2.095 1.313 -1.163
C -4.215 -0.401 -0.620
C -4.763 -1.701 -0.493
N -5.232 -2.751 -0.375
C -5.041 0.694 -0.265
N -5.729 1.575 0.027
O 1.037 -0.729 -3.524
S 0.683 0.355 -4.515
O -0.712 0.266 -4.919
O 1.653 0.446 -5.586
S 0.842 1.955 -3.158

Values from the calculation:
Charge: -2
Total energy, eV: -69555.72123
HOMO, eV: -1.975
Max |F|, eV/Å: 0.6


[6]
Molecular formula: C10H16N4O6SbSe4Tc
Method: DFT, the ωB97M-V functional and the def2-TZVPD basis

Element x y z (Å)
Tc 0.670 -0.174 -0.342
O 0.916 0.437 1.786
C 2.205 0.880 2.317
C 2.482 2.350 2.009
N 2.323 2.807 0.635
C 1.076 3.475 0.305
C -0.093 2.506 0.308
O -1.025 2.489 1.061
O 0.040 1.555 -0.671
C 3.262 2.489 -0.404
C 2.806 1.258 -1.193
O 2.544 1.208 -2.387
O 2.530 0.248 -0.352
H 0.193 0.886 2.244
H 2.941 0.225 1.872
H 2.209 0.717 3.395
H 3.499 2.555 2.359
H 1.816 2.972 2.611
H 1.160 3.935 -0.681
H 0.841 4.250 1.037
H 4.234 2.249 0.031
H 3.381 3.314 -1.108
C -4.060 -3.311 0.715
N -2.741 -2.706 0.552
C -1.473 -3.426 0.693
C -0.524 -2.326 0.330
O 0.719 -2.265 0.237
N -1.182 -1.206 0.033
C -2.512 -1.457 0.156
N -3.432 -0.544 -0.080
H -3.935 -4.291 1.166
H -4.559 -3.426 -0.247
H -4.672 -2.710 1.388
H -1.392 -4.269 0.004
H -1.314 -3.781 1.713
H -3.148 0.396 -0.309
H -4.415 -0.740 0.016
Se 1.032 -1.911 -6.484
Sb -0.534 -1.867 -4.803
Se 0.858 -0.422 -2.598
Se -2.044 -3.056 -3.496
Se -0.683 0.687 -3.816

Values from the calculation:
Charge: +2
Total energy, eV: -298981.02706
HOMO (spin up / spin down), eV: -14.451 / -14.452
Max |F|, eV/Å: 0.7


[7]
Molecular formula: C10H16N7OPt
Method: DFT, the ωB97M-V functional and the def2-TZVPD basis

Element x y z (Å)
Pt -0.025 -0.591 -0.459
N -0.899 1.355 3.457
C -0.665 0.843 2.232
O -0.246 -0.293 2.072
C -0.992 1.739 1.048
C -0.198 1.428 -0.218
H -0.727 0.785 4.267
H -1.254 2.285 3.586
H -0.833 2.782 1.342
H -2.062 1.620 0.855
H 0.828 1.783 -0.136
H -0.675 1.859 -1.095
N 5.420 -1.472 -1.397
C 5.391 -0.592 -0.384
N 6.548 -0.173 0.138
N 4.282 -0.107 0.126
C 3.090 -0.436 -0.228
N 2.003 -0.713 -0.528
H 6.279 -1.889 -1.709
H 4.558 -1.859 -1.741
H 7.436 -0.420 -0.258
H 6.515 0.530 0.856
N -2.101 -0.106 -2.747
C -2.781 -0.430 -1.631
C -4.176 -0.277 -1.546
C -4.825 -0.661 -0.403
C -4.097 -1.205 0.661
C -2.741 -1.309 0.527
N -2.077 -0.920 -0.586
H -2.568 0.286 -3.543
H -1.093 -0.180 -2.732
H -4.714 0.148 -2.383
H -5.899 -0.550 -0.326
H -4.580 -1.540 1.567
H -2.124 -1.720 1.315

Values from the calculation:
Charge: +1
Total energy, eV: -26350.27057
HOMO, eV: -10.666
Max |F|, eV/Å: 1.5


[8]
Molecular formula: C10H16O
Method: DFT, the ωB97M-V functional and the def2-TZVPD basis

Element x y z (Å)
C 1.172 1.862 0.910
C -0.611 -1.204 2.956
C 0.461 -1.475 2.101
C -1.222 0.019 3.235
C 1.020 -0.334 1.622
C -0.607 1.138 2.646
C 0.561 0.928 1.839
O -1.250 -2.108 3.678
H -1.176 -3.061 3.441
H 0.874 -2.428 1.795
H -2.021 0.157 4.001
H 1.909 -0.560 0.932
H -1.019 2.156 2.713
H 0.764 2.857 0.923
H 0.859 1.717 -0.082
H 2.268 1.859 1.106
C 0.135 -0.212 -3.406
C -1.130 -0.984 -3.650
C 0.436 0.783 -2.172
H 0.077 0.675 -4.236
H 1.012 -0.750 -3.379
H -1.866 -0.363 -4.119
H -0.907 -1.894 -4.359
H 0.423 0.156 -1.258
H -1.363 -1.542 -2.713
H -0.283 1.534 -2.000
H 1.486 1.075 -2.524

Values from the calculation:
SMILES: Cc1ccc(O)cc1.CCC
Total energy, eV: -12674.32047
HOMO, eV: -8.012
Max |F|, eV/Å: 6.1